A structure of composition C40H23ClIN10O7V at a distorted geometry, computed with wB97M-V/def2-TZVPD.

Structure (XYZ):
```
83
C40H23ClIN10O7V wB97M-V/def2-TZVPD
V 0.092 0.144 -0.043
C -2.409 1.470 -3.137
C -1.379 1.502 -2.225
N -0.872 0.382 -1.688
C -1.379 -0.793 -2.171
C -2.483 -0.784 -3.023
N -3.012 0.325 -3.504
C -0.632 -1.944 -1.721
C -0.743 -3.220 -2.258
C 0.072 -4.241 -1.760
C 1.060 -3.889 -0.841
C 1.145 -2.574 -0.377
N 0.267 -1.635 -0.764
C 2.189 -2.102 0.517
C 3.211 -2.883 1.089
N 4.123 -2.373 1.887
C 4.064 -1.065 2.135
C 3.071 -0.273 1.576
N 2.149 -0.791 0.790
C -0.157 -5.630 -2.161
C -0.008 -6.675 -1.245
C -0.318 -7.964 -1.637
N -0.749 -8.281 -2.849
C -0.877 -7.297 -3.726
C -0.598 -5.973 -3.442
H -2.796 2.379 -3.577
H -0.949 2.442 -1.903
H -2.976 -1.707 -3.307
H -1.483 -3.426 -3.015
H 1.763 -4.629 -0.496
H 3.281 -3.950 0.924
H 4.819 -0.662 2.795
H 2.998 0.786 1.789
H 0.304 -6.479 -0.231
H -0.226 -8.798 -0.951
H -1.228 -7.595 -4.708
H -0.716 -5.215 -4.202
O 2.800 5.160 -0.790
C 1.669 5.359 -0.136
O 1.315 6.464 0.209
C 0.845 4.164 0.153
C -0.364 4.147 0.838
N -0.778 2.876 0.882
N 0.075 2.067 0.286
C 1.068 2.806 -0.183
C 2.076 2.043 -0.973
O 3.086 2.622 -1.403
O 1.776 0.834 -1.153
H 2.977 4.195 -1.041
H -0.923 4.949 1.275
H -1.598 2.469 1.323
Cl -7.385 -1.904 0.873
C -5.792 -1.234 0.661
C -5.655 0.109 0.409
C -4.389 0.657 0.302
I -4.175 2.725 -0.076
C -3.196 -0.056 0.477
O -2.070 0.525 0.550
C -3.366 -1.485 0.611
N -2.248 -2.215 0.595
C -2.329 -3.505 0.781
C -3.540 -4.175 1.006
C -4.705 -3.456 0.978
C -4.659 -2.066 0.752
H -6.522 0.742 0.311
H -1.387 -4.034 0.780
H -3.549 -5.240 1.193
H -5.663 -3.932 1.136
O 0.783 2.073 2.824
C 0.493 0.909 3.046
N 0.175 -0.037 2.123
C 0.106 -1.262 2.711
O 0.011 -2.329 2.131
C 0.282 -1.088 4.190
C 0.299 -1.984 5.236
C 0.548 -1.483 6.510
C 0.767 -0.130 6.717
C 0.758 0.770 5.656
C 0.520 0.266 4.397
H 0.131 -3.036 5.066
H 0.574 -2.160 7.353
H 0.955 0.229 7.719
H 0.937 1.824 5.803
```

Calculated values
**2S+1**: 4
**Energy above the lowest of the compared OMol25 structures with the same formula, charge and spin**: 37.7 kcal per mole
**Total charge**: -1
**Gap between HOMO and LUMO (alpha / beta)**: 4.931 / 6.179 eV

=====

A structure of composition C40H24Cl3N8O3Ta at a distorted geometry, computed with wB97M-V/def2-TZVPD.

Structure (XYZ):
```
79
C40H24Cl3N8O3Ta wB97M-V/def2-TZVPD
Ta -0.391 0.220 0.333
Cl -2.810 3.214 5.934
C -2.650 2.212 4.547
C -1.937 2.717 3.463
C -1.782 1.919 2.339
N -0.978 2.105 1.176
C -0.358 3.318 1.029
O -0.670 4.365 1.545
C 0.901 3.198 0.243
C 1.724 4.290 0.044
C 2.967 4.080 -0.522
C 3.337 2.777 -0.835
C 2.436 1.754 -0.637
N 1.201 1.951 -0.128
C -2.376 0.670 2.325
C -3.090 0.157 3.380
C -3.217 0.937 4.521
Cl -4.088 0.312 5.862
N -2.282 0.072 1.025
C -3.424 0.446 0.269
O -4.402 0.968 0.722
C -3.308 0.072 -1.158
C -4.422 0.033 -1.975
C -4.270 -0.468 -3.254
C -3.016 -0.933 -3.630
C -1.958 -0.818 -2.752
N -2.078 -0.285 -1.523
H -1.529 3.712 3.520
H 1.374 5.261 0.367
H 3.647 4.904 -0.692
H 4.314 2.549 -1.236
H 2.721 0.739 -0.872
H -3.561 -0.815 3.326
H -5.369 0.376 -1.581
H -5.109 -0.519 -3.936
H -2.852 -1.380 -4.601
H -0.988 -1.194 -3.043
Cl 5.855 1.367 4.155
C 4.309 1.011 3.485
C 3.201 1.756 3.881
C 1.946 1.482 3.356
C 1.840 0.469 2.423
O 0.625 0.203 1.859
C 2.931 -0.285 2.014
C 2.714 -1.422 1.138
N 1.669 -1.558 0.407
C 1.437 -2.829 -0.174
C 2.398 -3.697 -0.621
C 2.039 -4.968 -1.112
C 0.728 -5.347 -1.122
C -0.280 -4.461 -0.674
C -1.639 -4.840 -0.617
C -2.544 -3.947 -0.131
C -2.111 -2.662 0.228
N -0.863 -2.229 0.155
C 0.070 -3.168 -0.237
C 4.180 -0.023 2.576
H 3.323 2.544 4.612
H 1.067 2.029 3.673
H 3.439 -2.233 1.218
H 3.444 -3.416 -0.602
H 2.809 -5.642 -1.460
H 0.439 -6.333 -1.463
H -1.934 -5.833 -0.934
H -3.591 -4.195 -0.026
H -2.836 -1.959 0.599
H 5.042 -0.620 2.307
N -0.667 3.497 -5.076
C -0.228 2.580 -4.545
C 0.323 1.430 -3.879
C 1.126 0.504 -4.539
C 1.596 -0.575 -3.816
C 1.259 -0.703 -2.478
N 0.496 0.190 -1.833
C 0.035 1.234 -2.543
H 1.369 0.633 -5.585
H 2.226 -1.323 -4.277
H 1.632 -1.536 -1.912
H -0.580 1.959 -2.023
```

Calculated values
**Energy above the lowest of the compared OMol25 structures with the same formula, charge and spin**: 57.7 kcal per mole
**Total charge**: +2
**Gap between HOMO and LUMO**: 6.034 eV